Entry 1:
The molecule C5H8O, computed with ωB97M-V with the def2-TZVPD basis set.

## Properties
ΔE to the lowest compared entry with this formula, charge and spin, kJ/mol: 78.34
Structure (SMILES): C[C@H]1CCC1=O
HOMO level, eV: -9.44
LUMO level, Ha: 0.0334
E, hartree: -270.5281
HOMO-LUMO gap, eV: 10.34
Maximum force, eV Å⁻¹: 0.56

Positions of all 14 atoms, in Å:
1 C -0.4047 1.4212 -1.1155
2 C 0.0806 0.0935 -0.5680
3 C 0.8626 0.0131 0.7698
4 C 0.1937 -1.3492 1.0736
5 C -0.8772 -0.9220 0.0671
6 O -2.0494 -1.1544 -0.0574
7 H -1.1373 1.2749 -1.9152
8 H -0.8728 2.0284 -0.3339
9 H 0.4377 1.9890 -1.5265
10 H 0.6437 -0.4545 -1.3372
11 H 1.9527 0.0451 0.7223
12 H 0.5075 0.7835 1.4630
13 H 0.7813 -2.1799 0.6657
14 H -0.1184 -1.5888 2.0923

Entry 2:
A structure of composition C40H24N8PtTe in a non-equilibrium geometry, computed with ωB97M-V with the def2-TZVPD basis set.

## Properties
2S+1: 3
HOMO level (alpha / beta), eV: -5.66 / -7.70
LUMO level (alpha / beta), Ha: -0.0479 / -0.0933
E, hartree: -2364.1300
HOMO-LUMO gap (alpha / beta), eV: 4.36 / 5.16
<S²>: 2.0736
Maximum force, eV Å⁻¹: 3.09

Positions of all 74 atoms, in Å:
1 Pt -0.3163 1.8943 0.0278
2 C -4.0155 1.8469 -5.4790
3 C -2.7502 2.0539 -6.0603
4 C -1.6516 2.3960 -5.2771
5 C -1.7992 2.3843 -3.8851
6 C -0.7324 2.4513 -2.8326
7 N -1.3266 2.1600 -1.6729
8 C -2.6854 1.8772 -1.8332
9 N -3.5711 1.6296 -0.9274
10 C -3.3160 1.4719 0.4058
11 C -4.2578 1.0444 1.3975
12 C -5.6224 0.8250 1.4020
13 C -6.2639 0.5200 2.5944
14 C -5.5301 0.3505 3.7541
15 C -4.1251 0.4306 3.7499
16 C -3.5462 0.8647 2.5767
17 C -2.1433 1.1734 2.3216
18 N -1.1361 1.1278 3.2264
19 C 0.1612 1.1167 2.9400
20 N 0.7095 1.4234 1.7183
21 C 2.0952 1.1961 1.7753
22 N 2.9505 1.2914 0.7525
23 C 2.6253 1.8194 -0.4501
24 N 1.4053 2.2128 -0.8755
25 C 1.5185 2.5787 -2.2272
26 N 0.5725 2.7142 -3.1391
27 C 2.9225 2.5504 -2.5934
28 C 3.5722 2.9662 -3.7327
29 C 4.9686 2.8746 -3.7429
30 C 5.6794 2.2806 -2.7328
31 C 4.9889 1.8233 -1.5653
32 C 3.6130 1.9922 -1.5255
33 C 2.4477 0.8408 3.1084
34 C 3.6219 0.3664 3.6174
35 C 3.6831 0.0225 4.9986
36 C 2.4923 -0.0261 5.7520
37 C 1.2832 0.2773 5.1200
38 C 1.2652 0.8238 3.8595
39 N -2.0537 1.4730 0.9900
40 C -3.0043 2.0625 -3.2566
41 C -4.1175 1.8918 -4.0433
42 H -4.8600 1.5452 -6.0751
43 H -2.7176 2.1157 -7.1510
44 H -0.6549 2.5549 -5.7413
45 H -6.2275 0.9861 0.4844
46 H -7.3323 0.6112 2.5982
47 H -6.0817 0.2046 4.6305
48 H -3.4875 0.1437 4.6135
49 H 3.0003 3.3802 -4.5569
50 H 5.5390 3.2990 -4.5303
51 H 6.7911 2.1909 -2.7119
52 H 5.5499 1.4512 -0.6956
53 H 4.5328 0.2839 3.0320
54 H 4.6444 -0.2326 5.4052
55 H 2.4747 -0.4672 6.7563
56 H 0.3418 0.0336 5.6655
57 H -5.0396 1.6862 -3.5429
58 C -0.9662 -5.5067 -0.6441
59 Te -1.7009 -3.5756 -1.4228
60 C 0.3249 -3.0285 -0.6529
61 C 1.0010 -4.1388 0.0748
62 C 2.2090 -3.9735 0.7059
63 C 2.8000 -5.0764 1.3651
64 C 2.1721 -6.3014 1.3522
65 C 0.9990 -6.5259 0.6044
66 C 0.3563 -5.4211 0.0100
67 H -1.0416 -6.1672 -1.5042
68 H -1.7965 -5.6912 0.0484
69 H 0.1149 -2.2158 0.0538
70 H 0.9239 -2.6342 -1.4789
71 H 2.6025 -2.9615 0.8281
72 H 3.7980 -5.0031 1.7402
73 H 2.5421 -7.1291 1.9404
74 H 0.5774 -7.5105 0.5626

Entry 3:
A structure of composition C16H34BNP2Zr in a non-equilibrium geometry, computed with ωB97M-V with the def2-TZVPD basis set.

## Properties
ΔE to the lowest compared entry with this formula, charge and spin, kJ/mol: 55.65
Net charge: +2
HOMO level, eV: -14.27
LUMO level, Ha: -0.3543
E, hartree: -1438.4833
HOMO-LUMO gap, eV: 4.63
Maximum force, eV Å⁻¹: 7.50

Positions of all 55 atoms, in Å:
1 P 1.4747 -2.1638 -1.1580
2 P 0.9652 1.6086 -1.0923
3 C 0.7533 -0.8625 -2.3870
4 C 1.6406 0.4139 -2.3448
5 H -0.3181 -0.7474 -2.1004
6 H 0.8155 -1.4170 -3.3437
7 H 2.7447 0.2446 -2.1103
8 H 1.5909 0.8824 -3.3296
9 C -0.3608 2.0636 -2.4345
10 H -0.9947 2.9449 -2.2332
11 H -1.0154 1.1895 -2.5781
12 H 0.1541 2.2007 -3.4141
13 C 2.0980 3.0867 -0.9219
14 H 2.1207 3.7203 -1.8216
15 H 3.1065 2.6849 -0.7282
16 H 1.7650 3.7054 -0.0609
17 C 0.0198 -3.2104 -1.1080
18 H 0.1721 -3.9929 -0.3658
19 H -0.0662 -3.6537 -2.1076
20 H -0.8833 -2.6394 -0.8775
21 C 2.4081 -2.9319 -2.5260
22 H 3.2732 -2.3239 -2.8112
23 H 1.6603 -3.0198 -3.3453
24 H 2.7456 -3.9069 -2.1767
25 Zr 2.3914 -0.3676 -0.0085
26 C -1.2451 2.1219 0.6463
27 C -2.4542 2.4339 0.1705
28 C -3.4273 1.3385 0.0234
29 C -3.9224 0.6079 1.2960
30 C -3.3703 -0.8180 1.3961
31 C -2.2578 -1.3211 0.8769
32 C -0.8990 -0.5502 0.9334
33 C -0.9712 0.8802 1.4242
34 C 2.6772 -1.8781 1.7440
35 H -0.4555 2.8878 0.6756
36 H -2.6828 3.4333 -0.2801
37 H -3.1250 0.5531 -0.6780
38 H -4.2783 1.8648 -0.3915
39 H -3.6523 1.1439 2.2269
40 H -5.0335 0.6013 1.2305
41 H -4.0341 -1.4897 1.9926
42 H -2.1741 -2.4094 0.6945
43 H -0.2892 -0.6435 0.0047
44 H -0.2870 -1.0850 1.7022
45 H -1.7259 0.8085 2.1826
46 H -0.0003 1.0472 1.9229
47 H 3.5919 -1.4710 2.2496
48 H 2.7408 -2.9708 1.6838
49 H 1.8497 -1.7152 2.4519
50 B 0.8443 0.4681 3.8856
51 C 2.0955 0.8826 3.0490
52 N 2.8186 0.9302 2.1232
53 H 0.9966 0.1732 5.0401
54 H 0.5246 -0.5890 3.3561
55 H -0.1151 1.2562 3.7524

Entry 4:
The molecule C3H7N2P in a non-equilibrium geometry, computed with ωB97M-V with the def2-TZVPD basis set.

## Properties
ΔE to the lowest compared entry with this formula, charge and spin, kJ/mol: 250.90
HOMO level (alpha / beta), eV: -8.96 / -8.55
LUMO level (alpha / beta), Ha: -0.0325 / -0.0184
E, hartree: -569.1960
HOMO-LUMO gap (alpha / beta), eV: 8.08 / 8.05
Maximum force, eV Å⁻¹: 4.89

Positions of all 13 atoms, in Å:
1 C 1.1889 -0.9353 0.3317
2 C 0.9904 0.5848 0.2902
3 C 0.0757 0.8611 -0.9008
4 N 0.5110 -1.7318 -0.2673
5 N -1.1121 0.0884 -0.9243
6 P -2.0191 -0.1299 0.4474
7 H 2.0164 -1.2359 1.1393
8 H 0.3443 0.7705 1.2003
9 H 1.8166 1.1385 0.4578
10 H -0.1645 2.0136 -1.0015
11 H 0.5937 0.8154 -1.9138
12 H -1.2372 -1.2443 1.2360
13 H -3.0043 -0.9950 -0.0949

Entry 5:
A cluster of 13 separate species, C5H37NO13S in total in a non-equilibrium geometry, computed with ωB97M-V with the def2-TZVPD basis set.

## Properties
ΔE to the lowest compared entry with this formula, charge and spin, kJ/mol: 90.21
HOMO level, eV: -8.58
LUMO level, Ha: 0.0026
E, hartree: -1643.7204
HOMO-LUMO gap, eV: 8.65
Maximum force, eV Å⁻¹: 3.93

Positions of all 57 atoms, in Å:
1 C -0.7756 -0.3797 -0.4402
2 C 0.6707 -0.5433 -0.0558
3 C 1.1203 0.8540 0.5364
4 C 2.4887 1.3280 0.0459
5 S 2.6605 3.1759 0.1791
6 N 0.7478 -1.5417 0.9789
7 C 1.6769 -2.6598 0.7371
8 O 1.3148 -3.5238 -0.3260
9 H -0.9795 -1.3211 -1.0502
10 H -1.5397 -0.4350 0.2931
11 H -0.9299 0.5256 -1.0384
12 H 1.4008 -0.7692 -0.8404
13 H 1.0739 0.6290 1.6109
14 H 0.3051 1.6174 0.4499
15 H 3.3414 1.0117 0.6466
16 H 2.5178 1.0669 -1.0391
17 H 2.2090 3.4630 -1.0708
18 H -0.0848 -1.8177 1.5001
19 H 1.5751 -3.2816 1.6319
20 H 2.6629 -2.2604 0.5095
21 H 0.7292 -3.0973 -1.0612
22 H -1.1398 -2.1239 -4.7064
23 H -2.0017 -1.1383 -3.9426
24 O -1.1287 -1.2306 -4.3465
25 H 1.8989 1.7128 4.0829
26 H 0.8379 2.4962 4.8580
27 O 0.9462 1.7946 4.2076
28 H -3.1830 -0.4824 2.6160
29 H -1.5796 -0.3090 2.7917
30 O -2.3664 -0.1247 2.2527
31 H 1.5450 -2.7903 -2.9426
32 H 0.0593 -2.6054 -3.1061
33 O 0.6858 -3.3009 -2.8229
34 H 3.4879 -0.5741 4.0928
35 H 2.4920 -0.9583 3.0327
36 O 2.7857 -0.1937 3.5457
37 H 3.1327 -1.2194 -3.6473
38 H 1.8438 -0.4195 -3.9905
39 O 2.1827 -1.3126 -3.7684
40 H -1.7052 1.5291 3.0226
41 H -1.1574 2.9053 3.3238
42 O -1.9048 2.4786 2.8913
43 H -3.4047 1.4595 -2.1948
44 H -2.9226 3.0040 -1.9016
45 O -2.7181 2.1605 -2.3088
46 H -3.0030 1.0552 1.2564
47 H -2.6197 2.1101 0.3210
48 O -3.3108 1.4393 0.3906
49 H 0.4844 -0.0377 4.2911
50 H 0.3219 -0.6386 2.9712
51 O -0.0984 -0.6758 3.8479
52 H -3.6625 0.3568 -0.7883
53 H -4.9906 0.2357 -1.5195
54 O -4.0811 -0.0692 -1.6106
55 H 0.2804 0.6281 -3.7272
56 H 0.7625 1.6027 -4.7478
57 O 1.0459 1.1947 -3.9213

Entry 6:
A structure of composition C3HHgLiO2 in a non-equilibrium geometry, computed with ωB97M-V with the def2-TZVPD basis set.

## Properties
2S+1: 2
Net charge: -1
HOMO level (alpha / beta), eV: -2.52 / -2.71
LUMO level (alpha / beta), Ha: 0.0917 / 0.0880
E, hartree: -426.2333
HOMO-LUMO gap (alpha / beta), eV: 5.02 / 5.11
<S²>: 0.7638
Maximum force, eV Å⁻¹: 2.68

Positions of all 8 atoms, in Å:
1 C 0.6438 -0.4210 1.7684
2 C -2.8494 -1.9123 1.4796
3 O 1.7603 -0.9102 2.0417
4 O -0.3481 -1.3450 1.6778
5 C -2.0785 -0.8456 1.5575
6 Li -1.0318 -2.6822 0.7076
7 H -3.9267 -1.7673 1.3307
8 Hg -0.9407 1.0355 0.6450

Entry 7:
A structure of composition C19H27N2O2 in a non-equilibrium geometry, computed with ωB97M-V with the def2-TZVPD basis set.

## Properties
ΔE to the lowest compared entry with this formula, charge and spin, kJ/mol: 1880.31
Net charge: +1
HOMO level, eV: -10.89
LUMO level, Ha: -0.1111
E, hartree: -999.2513
HOMO-LUMO gap, eV: 7.86
Maximum force, eV Å⁻¹: 16.82

Positions of all 50 atoms, in Å:
1 C 2.3207 -0.9441 -3.0935
2 C 1.5192 -1.6393 -2.1707
3 H 0.7431 -2.1061 -2.7064
4 H 2.0037 -2.3530 -1.5689
5 O 0.7858 -0.8052 -1.4966
6 C -0.5650 -0.9812 -0.7719
7 C -1.5098 0.0146 -0.6342
8 C -2.6823 -0.0279 -0.2588
9 C -3.6694 1.0083 -0.1092
10 C -4.7700 0.7155 0.6084
11 C -5.1689 -0.2975 1.1789
12 C -4.3066 -1.4176 0.9694
13 C -2.9393 -1.4998 0.3168
14 C -1.9951 -2.2704 0.3681
15 C -0.8171 -2.1671 -0.3953
16 H -0.1539 -2.9814 -0.2029
17 H -2.2215 -3.4880 0.7961
18 H -4.4559 -2.5392 1.5709
19 H -5.9550 -0.5456 1.5843
20 H -5.5598 1.6070 0.8201
21 H -3.4355 1.9550 -0.4995
22 C -1.2498 1.5217 -1.3852
23 N -0.9406 2.6861 -0.6021
24 H -1.2663 3.4721 -0.9625
25 C 0.3965 2.8734 -0.3592
26 H 0.6343 3.7678 0.1551
27 H 1.1833 2.2539 -0.8618
28 C 0.5887 1.9757 1.1005
29 N 1.4360 0.6670 1.0651
30 C 2.9554 1.1293 1.0367
31 H 3.0849 2.0196 0.1303
32 H 3.0939 1.6017 1.8098
33 C 3.8877 0.0127 0.7821
34 O 3.6446 -1.1110 1.7486
35 C 2.3175 -1.5349 1.7758
36 H 2.3288 -1.9892 2.6233
37 C 1.3687 -0.3308 1.8228
38 H 0.3229 -0.7089 2.2139
39 H 1.4941 0.1647 2.9883
40 H 2.0145 -1.8520 0.9190
41 H 4.9777 0.2152 0.9907
42 H 3.5450 -0.4008 0.0094
43 H 1.2327 0.2084 0.0502
44 H -0.4809 1.2506 1.3749
45 H 0.7672 2.4621 1.9227
46 H -1.8351 1.5739 -2.1916
47 H -0.1762 1.1610 -2.1510
48 H 3.1813 -0.5183 -2.6415
49 H 2.7656 -1.6018 -3.9118
50 H 1.5603 -0.2064 -3.7575

Entry 8:
A cluster of 2 separate species, C3H6ClN in total in a non-equilibrium geometry, computed with ωB97M-V with the def2-TZVPD basis set.

## Properties
ΔE to the lowest compared entry with this formula, charge and spin, kJ/mol: 368.79
HOMO level (alpha / beta), eV: -7.53 / -10.26
LUMO level (alpha / beta), Ha: -0.0214 / -0.0059
E, hartree: -632.6862
HOMO-LUMO gap (alpha / beta), eV: 6.95 / 10.10
Maximum force, eV Å⁻¹: 3.15

Positions of all 11 atoms, in Å:
1 C 1.2709 1.2032 0.0721
2 C -0.0439 1.2499 0.2874
3 C -0.9052 0.2942 -0.3229
4 N -0.4038 -2.2306 -0.0352
5 Cl -2.5294 0.2994 0.0531
6 H 1.9487 1.8071 0.5131
7 H 1.6217 0.7147 -0.8396
8 H -0.4935 1.7558 1.0864
9 H -0.4690 -0.1736 -1.2335
10 H 0.2806 -2.7280 -0.5934
11 H -0.2772 -2.1922 1.0127

Q: Which value of E does entry 7 give?
A: -999.2513 hartree

Q: What is the formula in the eighth record?
A: C3H6ClN

Q: Number 4 is which compound?
A: C3H7N2P